[1]
48
Properties=species:S:1:pos:R:3:lowdin_spin:R:1 method="wB97M-V/def2-TZVPD" s2=2.0612 orbital_gap_ev="3.5237 / 5.9418" spin_multiplicity=3 homo_ha="-0.16595 / -0.30003" charge=0
Pd -0.65066 0.00050 -0.02048 0.042
O -2.10219 -0.00377 1.35884 0.001
N -0.58461 1.98892 -0.29711 0.039
N 0.84255 0.00027 -1.29285 0.241
N -0.58448 -1.98808 -0.29691 0.039
C 1.29991 1.24626 -1.59045 0.080
C 0.75572 -3.66668 -1.38162 0.010
C -2.91490 -0.00224 3.57128 0.000
C 0.75620 3.66736 -1.38156 0.010
C 2.43249 -1.61610 -2.36587 0.200
C 0.47756 2.31435 -1.07265 0.030
C 1.91511 -3.96767 -2.13684 0.237
C 1.91551 3.96807 -2.13683 0.237
C 2.43338 1.61654 -2.36453 0.200
C -1.66014 -0.00113 2.69516 0.000
C -0.81105 -1.24356 3.03831 0.001
C 2.72471 2.94365 -2.60856 0.025
C -1.45563 2.92316 0.09156 0.089
C 1.29912 -1.24566 -1.59163 0.079
C 0.47705 -2.31370 -1.07324 0.030
C -0.15221 4.64127 -0.92928 0.098
C -1.27560 4.25866 -0.21486 0.020
C -1.45533 -2.92218 0.09245 0.088
C -1.27565 -4.25772 -0.21405 0.020
C 2.72417 -2.94315 -2.60905 0.025
C -0.81455 1.24389 3.03656 0.001
C -0.15244 -4.64057 -0.92879 0.098
H -3.51316 -0.88551 3.34184 0.000
H -2.00339 4.98761 0.11113 -0.001
H 3.08179 -0.87513 -2.79547 0.012
H 0.03798 5.68182 -1.15893 0.004
H -3.51500 0.87974 3.34155 0.000
H 0.11255 1.23880 2.46001 0.000
H -2.66235 -0.00179 4.63273 0.000
H -2.00344 -4.98653 0.11231 -0.001
H -0.55619 -1.25868 4.10034 0.000
H -2.29119 -2.56884 0.68156 0.005
H -0.55940 1.26058 4.09847 0.000
H 0.11610 -1.23616 2.46181 0.000
H 2.14747 -5.00352 -2.34635 0.012
H 3.59895 3.18509 -3.19873 -0.004
H -1.36796 2.15372 2.79775 0.001
H 3.59850 -3.18493 -3.19897 -0.004
H -1.36184 -2.15503 2.79982 0.001
H 3.08316 0.87544 -2.79318 0.012
H -2.29215 2.57003 0.67982 0.005
H 0.03772 -5.68125 -1.15791 0.004
H 2.14783 5.00389 -2.34659 0.012

=====

[2]
17
Properties=species:S:1:pos:R:3:lowdin_spin:R:1 method="wB97M-V/def2-TZVPD" s2=8.7656 orbital_gap_ev="8.7180 / 6.7695" spin_multiplicity=6 homo_ha="-0.67572 / -0.67785" charge=+2
Mn -0.09162 -0.06141 0.08748 4.395
S -0.74708 1.65629 1.71474 0.060
O -1.76347 1.78560 0.58095 0.108
O 2.89193 -0.28838 0.04046 0.097
O -0.40969 -4.00724 -0.42647 0.004
O -1.38515 0.42131 -2.54385 0.094
C 1.73471 -0.21034 -0.04035 0.081
C -0.75795 0.18780 -1.57906 0.075
C -1.04954 0.17838 2.73034 0.013
C -1.14032 2.86366 2.94614 0.028
C -0.29692 -2.87284 -0.29745 0.034
H -0.81158 -0.80152 2.23593 0.005
H -2.10075 0.21990 3.07576 0.002
H -0.40596 0.27319 3.63468 0.000
H -2.22784 2.67959 3.16518 0.003
H -0.53794 2.74387 3.85047 0.000
H -1.05707 3.85062 2.44051 0.000

=====

[3]
69
Properties=species:S:1:pos:R:3:lowdin_charge:R:1 method="wB97M-V/def2-TZVPD" orbital_gap_ev=10.6354 spin_multiplicity=1 homo_ha=-0.41450 charge=0
P -9.87598 -6.21165 15.56444 0.178
P -14.23792 -5.64690 18.32234 0.191
Mg -13.30065 -5.83888 14.94728 0.620
F -14.45231 -5.36966 19.89982 -0.146
F -13.49290 -7.03433 18.58741 -0.115
F -10.36488 -6.99918 14.21878 -0.167
F -10.11839 -4.79997 14.78394 -0.164
F -15.01092 -4.26692 17.95550 -0.153
F -15.67371 -6.37769 18.25410 -0.150
F -12.88167 -4.80862 18.39053 -0.124
F -9.54745 -5.41766 16.90850 -0.119
F -11.49176 -6.15374 15.99250 -0.227
F -14.03752 -5.95942 16.70479 -0.217
F -9.76658 -7.61104 16.33155 -0.131
F -8.35455 -6.25562 15.09721 -0.111
N -11.99775 -10.07171 22.20951 0.125
N -15.17831 -5.78141 14.06133 0.168
N -18.45202 -10.10273 16.47101 0.132
N -12.21487 -5.19782 24.50937 0.134
N -19.09734 -6.12749 15.18309 0.133
N -17.35409 -8.22804 20.30355 0.147
N -12.94504 -3.81150 15.28739 0.167
N -10.10531 -2.82706 19.21575 0.136
N -13.29610 -7.85122 14.93586 0.153
C -18.91896 -5.66203 16.21595 -0.273
C -12.75345 -8.73491 15.41327 -0.154
C -10.26726 -3.92683 19.48613 -0.286
C -12.64248 -2.89045 15.88548 -0.158
C -17.54886 -9.42778 16.28772 -0.285
C -16.83753 -5.43363 12.09358 -0.010
C -17.26583 -5.71831 21.01569 -0.062
C -17.30349 -7.13135 20.63170 -0.296
C -10.46654 -5.30349 19.90745 -0.067
C -12.94497 -4.62441 23.83942 -0.290
C -15.88774 -5.58908 13.18342 -0.146
C -16.39656 -8.56284 16.07129 -0.090
C -12.03385 -9.83550 16.02904 0.013
C -12.59485 -9.12482 21.96164 -0.274
C -18.72774 -5.04991 17.53890 -0.047
C -12.27055 -1.72464 16.66309 -0.009
C -13.32896 -7.91715 21.65192 -0.082
C -13.90578 -3.85887 23.04674 -0.059
H -11.72321 -10.50229 15.22553 0.105
H -18.19692 -5.51154 21.54274 0.087
H -11.19782 -9.39617 16.57199 0.090
H -14.71932 -4.45829 22.65179 0.049
H -16.44869 -5.54586 21.70956 0.054
H -14.07406 -8.05271 20.86313 0.065
H -11.20084 -5.34365 20.71864 0.068
H -13.83887 -7.51526 22.52445 0.078
H -19.70411 -5.07651 18.02014 0.090
H -17.13067 -5.13411 20.11140 0.058
H -12.80855 -1.72599 17.60720 0.098
H -12.71540 -7.14049 21.19299 0.054
H -13.36835 -3.40211 22.21791 0.083
H -16.39220 -4.84114 11.29565 0.097
H -12.36266 -0.83791 16.04358 0.094
H -11.21412 -1.85163 16.92708 0.085
H -18.32949 -4.04505 17.45780 0.087
H -18.04342 -5.73225 18.04568 0.050
H -10.95058 -5.89619 19.13779 0.057
H -12.68815 -10.39242 16.69714 0.102
H -14.33187 -3.11969 23.72444 0.085
H -15.84052 -8.93344 15.20853 0.065
H -15.69876 -8.70372 16.90000 0.075
H -17.74744 -4.94489 12.42674 0.094
H -16.99846 -6.44813 11.72430 0.105
H -9.52956 -5.70682 20.28058 0.094
H -16.64893 -7.51359 15.98088 0.042

=====

[4]
53
Properties=species:S:1:pos:R:3:lowdin_charge:R:1 method="wB97M-V/def2-TZVPD" orbital_gap_ev=7.4970 spin_multiplicity=1 homo_ha=-0.20728 charge=-1
Pt 0.12591 0.43791 0.19558 1.052
P 1.59523 1.99512 0.95651 0.599
F 2.66051 -3.53219 5.09745 0.109
F 1.40412 -1.83019 6.82443 0.100
F 0.13793 0.36980 5.80794 0.108
F 2.63660 -3.07108 2.45543 0.103
F 0.06149 0.83319 3.20250 0.036
O -5.34234 2.06867 -3.76897 -0.033
O 2.62229 1.80264 2.14767 -0.262
O 1.39186 -0.94114 1.38368 -0.198
O 2.63310 2.45196 -0.19028 -0.285
O -2.48101 -1.80032 -2.08191 0.075
O -4.58583 4.16697 -3.29480 -0.053
O -0.81958 -1.20901 -0.69633 -0.189
O 0.99480 3.38427 1.45292 -0.270
N -1.00289 1.30969 -1.43794 -0.037
N -2.77135 -0.74097 3.16770 0.136
N -3.46262 1.14120 4.40004 0.133
N -2.57556 1.24594 2.23339 0.077
N -2.95120 0.55203 3.26686 -0.290
N -2.08887 0.36847 1.38270 -0.030
C 2.45058 2.12571 -1.57324 -0.123
C -4.56148 2.92273 -3.32607 -0.690
C -2.21780 -0.83484 1.96295 -0.194
C 1.39062 -1.59576 5.50307 -0.157
C 0.75040 -0.49047 4.98494 -0.153
C -2.24197 3.16651 -2.25438 0.010
C -1.98986 0.49050 -1.82593 -0.188
C 1.34136 -1.11100 2.67504 -0.312
C -0.41508 3.63283 1.53899 -0.123
C -3.13089 0.95254 -2.45331 0.074
C 0.72835 -0.26435 3.62204 -0.156
C -3.26792 2.31935 -2.66012 -0.069
C -1.12660 2.62817 -1.65441 -0.127
C 3.73483 0.90233 2.03193 -0.086
C -1.77609 -0.97855 -1.53542 -0.612
C 2.01610 -2.45836 4.62214 -0.151
C 1.99079 -2.21697 3.26541 -0.142
H 3.50817 0.06370 1.37556 0.082
H -0.61281 4.59825 1.07799 0.090
H 4.59699 1.44728 1.64884 0.089
H -0.70277 3.65046 2.58877 0.084
H 3.36483 1.65901 -1.93536 0.087
H -1.92919 -1.76062 1.49439 0.116
H -0.29413 3.25049 -1.34680 0.101
H 1.62481 1.42656 -1.70295 0.035
H 2.25283 3.03562 -2.13888 0.085
H -3.89740 2.02117 4.16252 0.097
H -0.98971 2.85951 1.03429 0.019
H -3.89971 0.25908 -2.76048 0.131
H -4.07606 0.49737 4.87733 0.096
H 3.95178 0.52910 3.02979 0.093
H -2.33501 4.23204 -2.41123 0.115

=====

The energy results, record by record, are as follows: -33151.35788 -55605.41950 -89161.25943 -69317.32532 eV.
The relative energy (zero: lowest compared OMol25 entry of this formula, charge and spin) results, record by record, are as follows: 15.6 0.0 7.0 23.6 kcal/mol.